Density functional theory data (wB97M-V/def2-TZVPD) for an isolated molecule of C21H27N3O4.

Computed properties:
- Max |F|: 0.7 eV Å⁻¹
- LUMO energy: 0.69 eV
- Structure (SMILES): CC(=O)N[C@H](Cc1c[nH]c2ccccc12)C(=O)OCC(=O)N1CCCCCC1
- Energy above the lowest of the compared OMol25 structures with the same formula, charge and spin: 0.0 kJ/mol
- HOMO-LUMO gap: 8.57 eV
- E_HOMO: -7.9 eV
- 2S+1: 1

Last column: Löwdin charge in e.
Positions of all 55 atoms, in Å:
O -1.0991 -0.0018 -2.6083  0.139
O -1.6623 -2.0938 1.2248  0.063
O -0.8099 0.7402 -0.5037  0.005
O 1.1481 3.9590 -3.5860  0.058
N 2.4914 -2.1984 -3.2616  0.085
N -0.9936 -0.2207 2.2879  -0.050
N 0.6443 1.7654 -3.5951  0.096
C 0.8674 2.9541 -4.2032  -0.537
C 2.1276 -2.6444 -2.0238  -0.207
C -0.5661 -1.0018 3.4361  -0.149
C 1.9808 -3.9360 -1.5346  -0.020
C 1.9497 1.0606 -1.6176  -0.059
C -2.2963 1.7919 2.8825  -0.168
C -2.5749 1.5333 4.3608  -0.208
C 2.4924 -0.8303 -3.2596  -0.049
C -2.4890 0.0584 4.7542  -0.193
C -1.0499 -0.4599 4.7821  -0.176
C -0.5284 0.6856 -1.8036  -0.437
C 1.8969 -1.5096 -1.2108  -0.123
C 2.1379 -0.3618 -2.0276  -0.180
C 0.7513 2.8911 -5.7109  0.004
C 1.6046 -4.0790 -0.2171  -0.087
C 1.3851 -2.9681 0.6020  -0.091
C -0.9569 1.2214 2.3986  -0.138
C 1.5270 -1.6871 0.1221  -0.025
C -1.4899 -0.8898 1.2292  -0.439
C -1.8738 -0.0810 -0.0184  -0.033
C 0.6145 1.6241 -2.1617  -0.196
H 2.7598 -0.2806 -4.1422  0.121
H 1.9423 1.1334 -0.5301  0.119
H -0.9682 -1.2774 5.5005  0.111
H -3.0844 -0.5466 4.0681  0.120
H 1.3554 -0.8330 0.7613  0.103
H -0.7058 1.6548 1.4309  0.112
H 0.9631 3.8705 -6.1292  0.082
H 1.4582 2.1679 -6.1106  0.078
H -0.1637 1.4873 3.1003  0.133
H 2.7108 -2.7812 -4.0508  0.155
H 0.4429 2.6158 -1.7275  0.160
H 1.0878 -3.1278 1.6268  0.095
H -0.9603 -2.0082 3.2768  0.120
H 2.7518 1.6903 -2.0073  0.129
H 0.5299 -1.0591 3.4412  0.126
H -2.1504 -0.8023 -0.7937  0.135
H -0.3911 0.3379 5.1315  0.105
H 0.3156 0.9654 -4.1157  0.137
H 2.1544 -4.7944 -2.1672  0.106
H -2.2995 2.8691 2.7043  0.114
H 1.4753 -5.0681 0.1958  0.100
H -3.5762 1.9048 4.5896  0.108
H -2.7319 0.5660 0.1936  0.136
H -0.2546 2.5884 -5.9925  0.083
H -3.1009 1.3532 2.2891  0.107
H -2.9204 -0.0513 5.7512  0.108
H -1.8688 2.1040 4.9691  0.112